This record from the OMol25 dataset describes 3 unconnected molecules or ions with the total composition C3H10N2S in a non-equilibrium geometry. The level of theory is ωB97M-V/def2-TZVPD.

Structure (XYZ):
```
16
Properties=species:S:1:pos:R:3:forces:R:3
N 0.2384 -1.0011 1.8571 0.494 0.163 0.448
C 1.1453 -0.6370 0.8369 -0.560 -0.981 0.584
C 2.0807 -1.4155 0.3289 0.087 -0.661 -1.548
S -1.8661 1.0480 0.5358 -0.057 -0.117 -0.681
C -0.1153 0.6675 -1.9328 1.042 0.790 0.127
N 1.1328 0.1706 -2.1423 -0.198 -0.834 -1.115
H 0.6116 -0.6949 2.7550 0.182 -0.480 -0.006
H -0.5513 -0.3911 1.7358 -0.692 0.075 0.022
H 0.9832 0.2881 0.3478 0.129 1.191 0.021
H 2.1540 -2.4944 0.3006 0.003 -0.060 1.194
H 2.6196 -0.9888 -0.4841 0.628 0.450 -0.391
H -3.0591 0.4361 0.5766 0.032 -0.076 -0.050
H -0.8857 -0.1183 -1.6315 -0.520 0.039 0.126
H -0.0808 1.3888 -1.1606 -0.147 0.795 0.773
H -0.5055 1.2054 -2.8076 -0.521 -0.418 -0.315
H 1.0831 -0.4858 -2.9544 0.098 0.124 0.810
```
Forces are in eV/Å.

Properties
Maximum force: 0.0328 hartree/bohr
Gap between HOMO and LUMO: 4.61 eV
HOMO level: -8.4 eV
LUMO: -3.76 eV
Energy relative to the best compared isomer or geometry (same formula, charge and spin): 643.1 kJ/mol


This record from the OMol25 dataset describes C3H3NO2 in the gas phase in a non-equilibrium geometry. The level of theory is ωB97M-V/def2-TZVPD.

Structure (XYZ):
```
9
Properties=species:S:1:pos:R:3:forces:R:3
C -0.1292 0.9180 -0.0362 2.047 -3.289 1.986
C 1.0961 -0.0668 0.2155 3.439 0.120 -2.753
C 2.2364 -0.5043 -0.1272 -6.787 2.484 2.094
H -1.2130 -1.5734 0.7279 -2.065 2.194 -3.652
H -1.9702 0.9014 -0.3476 -2.776 1.444 -1.060
H 3.0908 -1.0355 -0.3113 1.716 -0.898 -0.300
N -1.3353 0.3182 0.0595 0.523 -2.726 0.703
O -1.6899 -1.0579 -0.1495 3.027 -0.894 3.614
O -0.0858 2.1003 -0.0310 0.876 1.565 -0.632
```
Forces are in eV/Å.

Properties
SMILES string: C#CC(=O)NO
Maximum force: 0.1463 hartree/bohr
Gap between HOMO and LUMO: 10.46 eV
HOMO level: -10.2 eV
LUMO: 0.29 eV
Energy relative to the best compared isomer or geometry (same formula, charge and spin): 529.8 kJ/mol


This record from the OMol25 dataset describes 2 unconnected molecules or ions with the total composition C2H10NOS2 in a non-equilibrium geometry. The level of theory is ωB97M-V/def2-TZVPD.

Structure (XYZ):
```
16
Properties=species:S:1:pos:R:3:forces:R:3
N -1.1564 -2.1607 -0.8286 1.573 -0.900 -0.217
C -0.5911 -1.1869 0.2621 -2.848 -0.323 0.653
C -0.2622 0.2388 -0.1272 1.585 0.114 -1.324
S -0.2264 1.1955 1.3914 1.415 2.114 0.214
S 0.9212 3.0038 0.6638 -0.928 -1.684 0.378
H -0.5026 -2.3366 -1.6301 -0.414 0.172 0.567
H -2.0235 -1.8154 -1.1392 -1.200 1.344 -1.078
H -1.4934 -3.1178 -0.5680 1.176 0.688 0.751
H 0.2314 -1.6611 0.7681 0.167 -0.277 0.066
H -1.5036 -1.1087 0.9192 1.144 -0.350 -0.091
H 0.7326 0.2729 -0.6542 -0.981 0.167 0.490
H -0.9884 0.8646 -0.6317 -0.373 -0.972 -1.017
H 0.2139 3.3529 -0.4491 -0.115 -0.305 0.554
H 0.4015 -4.3283 -3.2277 -0.395 -0.110 -0.438
H 1.5904 -4.3183 -2.3496 0.435 0.032 0.360
O 0.6799 -4.0223 -2.3663 -0.241 0.290 0.133
```
Forces are in eV/Å.

Properties
Maximum force: 0.0572 hartree/bohr
Total charge: +1
Gap between HOMO and LUMO: 8.60 eV
HOMO level: -12.2 eV
LUMO: -3.63 eV
Energy relative to the best compared isomer or geometry (same formula, charge and spin): 134.5 kJ/mol


This record from the OMol25 dataset describes a molecular structure, C17H29FO7SSr in a non-equilibrium geometry. The level of theory is ωB97M-V/def2-TZVPD.

Structure (XYZ):
```
56
Properties=species:S:1:pos:R:3:forces:R:3
C -0.8339 -1.6601 0.3268 0.856 0.572 -0.051
C -0.7835 -0.7807 -0.4963 -0.323 0.021 -0.140
C -0.7315 0.4830 -1.2507 -0.562 0.405 0.128
C -1.0025 1.6346 -0.1965 0.725 -0.702 -0.358
C -2.4860 1.6650 0.1722 -0.432 0.594 0.769
C -2.7410 2.1349 1.6299 -0.241 -0.936 -0.100
C -1.8260 1.4514 2.6744 -0.757 0.872 0.237
C -2.2345 1.8623 4.1316 0.525 -0.336 -0.999
O -1.1360 2.5279 4.7417 -0.167 -0.594 0.191
C -0.1067 1.6216 5.1096 -0.148 0.686 0.186
O -1.7474 0.6264 -2.2465 0.242 0.674 0.085
S -1.3972 1.9673 -3.1388 -1.450 -1.497 -1.063
O -1.7163 1.5657 -4.4490 1.105 -0.486 -0.716
O -2.0431 3.1435 -2.7214 0.719 0.655 1.590
O 0.1986 1.9454 -2.7673 -0.631 0.732 0.232
C 0.5486 0.7156 -2.1048 -1.044 -0.388 0.124
C 1.7345 0.9732 -1.1734 1.500 0.422 -1.377
O 2.6977 -0.0912 -1.1077 -1.122 0.509 1.563
C 2.5342 -0.9538 0.0309 1.162 -0.439 -0.115
C 2.8175 -2.4336 -0.3520 0.094 -0.599 0.144
O 1.9240 -3.3118 0.2797 0.075 -0.059 0.084
C 1.1437 -4.0662 -0.6824 -1.269 0.275 -0.050
C 0.1200 -4.9619 0.0395 0.017 0.423 0.197
C 0.7784 -0.2267 -3.3319 0.561 0.218 -0.465
C 1.7830 0.4403 -4.2919 -0.102 0.263 -0.022
F 1.1629 -1.4947 -2.9366 0.118 0.096 0.276
H -0.5902 -2.3675 1.0947 -0.537 -0.254 -0.262
H -0.3518 1.3727 0.6704 -0.537 0.099 -0.044
H -0.6318 2.5979 -0.5767 -0.311 -0.162 0.048
H -2.9951 0.7028 0.0389 0.525 -0.003 -0.048
H -3.0109 2.3635 -0.4911 0.259 -0.201 0.010
H -3.7682 1.8288 1.8818 0.194 0.207 -0.144
H -2.7337 3.2297 1.6982 0.332 -0.225 0.193
H -1.8501 0.3550 2.6048 0.132 0.233 -0.430
H -0.8060 1.8496 2.4936 0.001 -0.304 0.368
H -3.0904 2.5410 4.0793 0.299 0.007 0.301
H -2.5176 0.9459 4.6722 -0.013 0.422 0.159
H -0.0116 1.6170 6.2030 0.123 -0.131 -0.234
H -0.2833 0.5943 4.7603 0.022 0.165 0.024
H 0.8415 2.0298 4.7011 0.031 -0.250 0.078
H 1.3959 1.2798 -0.1557 -0.837 -0.074 -1.976
H 2.2694 1.8445 -1.5892 -0.104 -0.186 0.209
H 3.3801 -0.6907 0.7784 -0.519 -0.391 -0.636
H 1.5434 -0.8402 0.5775 0.400 -0.665 -1.087
H 2.7754 -2.5845 -1.4377 -0.019 0.631 0.133
H 3.8450 -2.6782 -0.0386 -0.249 0.110 -0.032
H 1.7795 -4.6223 -1.3817 0.097 0.135 0.346
H 0.5562 -3.3154 -1.2336 0.419 -0.296 -0.293
H 0.3234 -4.9696 1.1186 0.135 -0.303 -0.275
H 0.0865 -5.9783 -0.3588 0.200 0.141 0.197
H -0.8924 -4.5497 -0.0712 0.244 -0.105 -0.054
H -0.1525 -0.3417 -3.9006 -0.044 0.024 0.537
H 2.2646 -0.2816 -4.9590 -0.034 -0.042 0.431
H 2.5204 1.0650 -3.7702 0.110 -0.448 -0.168
H 1.2434 1.1315 -4.9508 0.009 -0.218 0.190
Sr 2.2033 1.0938 1.6526 0.217 0.703 2.110
```
Forces are in eV/Å.

Properties
Maximum force: 0.0455 hartree/bohr
Total charge: +2
Gap between HOMO and LUMO: 6.53 eV
HOMO level: -15.4 eV
LUMO: -8.83 eV
Energy relative to the best compared isomer or geometry (same formula, charge and spin): 0.0 kJ/mol